{
  "formula": "C4H8O2",
  "method": "ωB97M-V/def2-TZVPD",
  "species": ["C", "C", "O", "C", "C", "O", "H", "H", "H", "H", "H", "H", "H", "H"],
  "xyz": [[1.4316, -0.3788, 0.9795], [0.1601, -0.6263, 0.2593], [-0.5102, -1.6881, 0.5765], [-1.6470, 0.6029, -0.1146], [-0.3794, 0.2949, -0.7965], [0.5274, 1.3456, -1.1143], [1.4490, -0.8690, 1.9541], [1.5762, 0.7016, 1.0662], [2.2644, -0.7583, 0.3722], [-1.4353, -1.3627, 0.2684], [-2.5139, 0.7267, -0.7602], [-1.5576, 1.3576, 0.6662], [-0.5927, -0.3380, -1.6758], [1.2275, 0.9920, -1.6811]],
  "energy_ha": -307.54999,
  "homo_ev": [-7.049, -7.048],
  "orbital_gap_ev": [6.993, 6.992]
}

***

{
  "formula": "C17H17ClN2O4PtS4",
  "method": "ωB97M-V/def2-TZVPD",
  "species": ["Pt", "C", "C", "C", "C", "C", "C", "C", "C", "C", "H", "H", "H", "H", "H", "H", "H", "H", "H", "H", "H", "H", "S", "C", "S", "C", "N", "N", "C", "C", "C", "C", "C", "C", "S", "H", "H", "H", "H", "H", "O", "Cl", "O", "O", "O", "S"],
  "xyz": [[-1.9153, 0.7614, -1.7961], [0.2109, -2.4755, -0.5902], [-0.0848, -1.8306, -1.9133], [0.9214, -1.3070, -2.7079], [0.6407, -0.6773, -3.9253], [1.7547, -0.1007, -4.7493], [-0.6759, -0.5812, -4.3392], [-1.7253, -1.1299, -3.5835], [-3.1232, -1.1981, -4.1392], [-1.4104, -1.7508, -2.3657], [0.4284, -3.5384, -0.7141], [-0.6438, -2.3849, 0.0810], [1.0780, -2.0148, -0.1144], [1.9488, -1.3613, -2.3634], [2.3672, -0.8922, -5.1856], [2.4127, 0.5207, -4.1401], [1.3688, 0.5110, -5.5635], [-0.9129, -0.0750, -5.2684], [-3.2269, -2.0979, -4.7500], [-3.3377, -0.3388, -4.7747], [-3.8685, -1.2344, -3.3465], [-2.1996, -2.2092, -1.7838], [-1.1060, 0.9473, 5.0558], [-0.5403, 0.9559, 3.5278], [-1.5112, 0.8432, 2.0820], [-0.0990, 1.1165, 1.1149], [1.0224, 1.2497, 1.8451], [0.7780, 1.1462, 3.1313], [1.8878, 1.3016, 4.0247], [2.7525, 2.3625, 3.8065], [3.8478, 2.5152, 4.6410], [4.0672, 1.6128, 5.6725], [3.1964, 0.5505, 5.8682], [2.0964, 0.3849, 5.0423], [0.0575, 1.2915, -0.5431], [2.5657, 3.0522, 2.9956], [4.5274, 3.3418, 4.4854], [4.9231, 1.7359, 6.3225], [3.3755, -0.1571, 6.6661], [1.4233, -0.4477, 5.1816], [-4.7027, -0.1045, -1.3679], [-4.2459, -0.1866, -0.0061], [-2.8493, -0.7218, -0.0724], [-5.0263, -1.0835, 0.7648], [-4.1951, 1.1152, 0.5736], [-2.2524, 2.5832, -2.7791]],
  "energy_ha": -3240.36692,
  "spin_multiplicity": 5,
  "homo_ev": [-8.208, -8.961],
  "orbital_gap_ev": [7.878, 5.554]
}

***

{
  "formula": "C30H26AsBBr2F7N4O4Ti",
  "method": "ωB97M-V/def2-TZVPD",
  "species": ["Ti", "Br", "C", "C", "C", "C", "C", "N", "C", "O", "O", "H", "H", "H", "Br", "C", "C", "C", "C", "C", "C", "C", "O", "O", "H", "H", "H", "H", "F", "B", "F", "F", "F", "N", "C", "N", "C", "N", "F", "C", "F", "F", "C", "C", "C", "C", "C", "C", "C", "C", "H", "H", "H", "H", "C", "C", "As", "C", "C", "C", "C", "H", "H", "H", "H", "H", "H", "H", "H", "H", "H", "H", "H", "H", "H", "H"],
  "xyz": [[0.7723, -0.5047, -0.1904], [2.2452, -1.9773, 3.4888], [0.7093, -0.8860, 3.6448], [0.2630, -0.5046, 4.9036], [-0.8661, 0.2916, 4.9687], [-1.5006, 0.6728, 3.7949], [-0.9534, 0.2480, 2.5976], [0.1321, -0.5154, 2.5270], [-1.5547, 0.6659, 1.2780], [-2.5463, 1.3557, 1.2313], [-0.9066, 0.2229, 0.2360], [0.7985, -0.8134, 5.7884], [-1.2376, 0.6210, 5.9299], [-2.3801, 1.2993, 3.7775], [-0.4552, -0.1985, -8.6826], [-0.1733, -0.3125, -6.8095], [0.3395, -1.4850, -6.2762], [0.5403, -1.5637, -4.9081], [0.2350, -0.4763, -4.0990], [-0.2716, 0.6936, -4.6489], [-0.4821, 0.7798, -6.0148], [0.4704, -0.5654, -2.6402], [0.7439, -1.6430, -2.0614], [0.3983, 0.4787, -1.9164], [0.5772, -2.3186, -6.9215], [0.9391, -2.4607, -4.4536], [-0.5001, 1.5286, -3.9994], [-0.8774, 1.6815, -6.4609], [2.9617, -0.0798, -1.5256], [3.6395, -1.0434, -0.7458], [2.4911, -1.6230, 0.0537], [4.5163, -0.4725, 0.1314], [4.1690, -2.0467, -1.5031], [2.5798, 2.4195, 4.8392], [2.8716, 2.0954, 3.7669], [3.2902, 1.7453, 2.5629], [2.5027, 1.2782, 1.6954], [1.8006, 0.8497, 0.8593], [-3.7459, -8.8814, 1.2611], [-3.0774, -8.2702, 2.2570], [-3.9684, -8.0753, 3.2560], [-2.1811, -9.1613, 2.7296], [-2.4297, -6.9933, 1.8212], [-1.5144, -6.3774, 2.6679], [-0.9229, -5.1861, 2.2965], [-1.2368, -4.5874, 1.0702], [-2.1577, -5.2192, 0.2302], [-2.7515, -6.4121, 0.6031], [-0.6335, -3.3505, 0.6925], [-0.1202, -2.3015, 0.3688], [-1.2598, -6.8367, 3.6145], [-0.2032, -4.7028, 2.9439], [-2.3991, -4.7610, -0.7191], [-3.4586, -6.8945, -0.0572], [0.2545, 4.0378, 2.4199], [-0.5000, 4.5325, 1.1909], [0.0444, 3.5171, -0.4106], [-1.0728, 4.4483, -1.7598], [-1.1763, 5.9638, -1.6737], [1.7677, 4.4227, -0.7315], [2.4553, 3.8623, -1.9702], [-0.1295, 4.4794, 3.3417], [1.3176, 4.2811, 2.3693], [0.1771, 2.9530, 2.5258], [-0.3361, 5.6017, 1.0365], [-1.5741, 4.3727, 1.3121], [-2.0597, 3.9861, -1.6824], [-0.6715, 4.1458, -2.7314], [-1.6348, 6.2811, -0.7361], [-1.7866, 6.3675, -2.4864], [-0.1962, 6.4407, -1.7382], [2.3770, 4.2335, 0.1557], [1.6251, 5.5044, -0.7999], [2.5839, 2.7807, -1.8919], [3.4426, 4.3054, -2.1197], [1.8711, 4.0568, -2.8739]],
  "energy_ha": -10636.42279,
  "homo_ev": -5.937,
  "orbital_gap_ev": 7.313,
  "charge": -1
}

***

{
  "formula": "C2H5CuO2",
  "method": "ωB97M-V/def2-TZVPD",
  "species": ["C", "C", "O", "Cu", "H", "H", "H", "H", "O", "H"],
  "xyz": [[-0.3698, -0.3693, 0.2514], [-0.4257, 1.0883, -0.2377], [0.7629, 1.7718, 0.0359], [2.0196, 0.4740, -0.0027], [-0.4443, -0.3887, 1.3538], [-1.2279, -0.9379, -0.1463], [-1.2960, 1.5751, 0.2453], [-0.6346, 1.0788, -1.3289], [0.8368, -0.9919, -0.1642], [0.7791, -3.3003, -0.0066]],
  "energy_ha": -1869.93816,
  "spin_multiplicity": 3,
  "homo_ev": [-9.244, -9.178],
  "orbital_gap_ev": [8.009, 7.141]
}

***

{
  "formula": "C8H40O13",
  "method": "ωB97M-V/def2-TZVPD",
  "species": ["C", "C", "C", "C", "C", "C", "C", "C", "H", "H", "H", "H", "H", "H", "H", "H", "H", "H", "H", "H", "H", "H", "H", "H", "O", "H", "H", "O", "H", "H", "O", "H", "H", "O", "H", "H", "O", "H", "H", "O", "H", "H", "O", "H", "H", "O", "H", "H", "O", "H", "H", "O", "H", "H", "O", "H", "H", "O", "H", "H", "O"],
  "xyz": [[0.1436, -1.7160, -2.1995], [-0.5301, -0.5242, -1.4772], [0.3632, 0.2903, -0.5224], [-0.2043, 0.2525, 0.8810], [0.4100, -0.1571, 1.9784], [1.5310, -1.1018, 1.9972], [2.7620, -0.7343, 2.3148], [-1.4402, 1.1440, 1.0151], [1.0123, -1.4508, -2.7536], [0.3349, -2.5441, -1.5444], [-0.6573, -2.0646, -2.8698], [-0.9771, 0.1867, -2.2434], [-1.4609, -0.8268, -0.9786], [0.4460, 1.3043, -0.9676], [1.4459, 0.1019, -0.6776], [-0.0751, -0.0405, 2.9736], [1.2936, -2.0696, 1.5776], [3.0626, 0.2063, 2.6872], [3.5836, -1.4538, 2.1599], [-2.2325, 0.8506, 1.6796], [-1.8372, 1.3185, 0.0085], [-1.1155, 2.0193, 1.5835], [-3.3880, -1.6705, 0.6684], [-4.6765, -1.0548, 0.3963], [-4.2163, -1.4573, 1.1308], [-2.0762, -1.7800, 2.3286], [-1.6379, -1.1894, 3.7400], [-1.5019, -1.8766, 3.0928], [3.1167, 3.4282, -0.0195], [1.9191, 4.2297, -0.1368], [2.8422, 4.2398, -0.4974], [-1.0594, 3.4429, -2.6824], [-0.3357, 2.2521, -2.0575], [-1.2118, 2.5584, -2.3598], [-3.7984, 1.0935, -1.2493], [-3.4843, -0.3211, -1.6073], [-4.2254, 0.2314, -1.3374], [0.7187, 3.6716, 3.0523], [0.9918, 2.4090, 2.4309], [1.4666, 3.0752, 2.9476], [-1.2061, -4.2387, 2.4839], [-0.2876, -3.4384, 3.4171], [-0.3846, -4.3168, 2.9952], [1.3825, -3.9628, 0.1849], [0.2880, -4.4810, 1.1688], [0.4196, -4.1304, 0.2746], [-0.1483, 4.8859, -0.6124], [-0.1495, 3.4355, -0.0421], [0.1923, 4.3191, 0.0766], [-1.0420, -3.0478, 0.2683], [-2.1390, -2.9884, -0.8262], [-2.0136, -2.9083, 0.1571], [3.6084, -2.3085, -1.1571], [2.4039, -1.5916, -0.5165], [3.1228, -2.2252, -0.3270], [2.3899, 0.7640, -4.0146], [1.0713, 1.2846, -4.8027], [1.9857, 1.4712, -4.5385], [1.8448, 3.4284, -1.5265], [1.9865, 2.9375, -2.9322], [1.3729, 2.8385, -2.1933]],
  "energy_ha": -1306.83992,
  "homo_ev": -9.187,
  "orbital_gap_ev": 9.083
}

***

Copy entry 2 word for word.
{
  "formula": "C17H17ClN2O4PtS4",
  "method": "ωB97M-V/def2-TZVPD",
  "species": ["Pt", "C", "C", "C", "C", "C", "C", "C", "C", "C", "H", "H", "H", "H", "H", "H", "H", "H", "H", "H", "H", "H", "S", "C", "S", "C", "N", "N", "C", "C", "C", "C", "C", "C", "S", "H", "H", "H", "H", "H", "O", "Cl", "O", "O", "O", "S"],
  "xyz": [[-1.9153, 0.7614, -1.7961], [0.2109, -2.4755, -0.5902], [-0.0848, -1.8306, -1.9133], [0.9214, -1.3070, -2.7079], [0.6407, -0.6773, -3.9253], [1.7547, -0.1007, -4.7493], [-0.6759, -0.5812, -4.3392], [-1.7253, -1.1299, -3.5835], [-3.1232, -1.1981, -4.1392], [-1.4104, -1.7508, -2.3657], [0.4284, -3.5384, -0.7141], [-0.6438, -2.3849, 0.0810], [1.0780, -2.0148, -0.1144], [1.9488, -1.3613, -2.3634], [2.3672, -0.8922, -5.1856], [2.4127, 0.5207, -4.1401], [1.3688, 0.5110, -5.5635], [-0.9129, -0.0750, -5.2684], [-3.2269, -2.0979, -4.7500], [-3.3377, -0.3388, -4.7747], [-3.8685, -1.2344, -3.3465], [-2.1996, -2.2092, -1.7838], [-1.1060, 0.9473, 5.0558], [-0.5403, 0.9559, 3.5278], [-1.5112, 0.8432, 2.0820], [-0.0990, 1.1165, 1.1149], [1.0224, 1.2497, 1.8451], [0.7780, 1.1462, 3.1313], [1.8878, 1.3016, 4.0247], [2.7525, 2.3625, 3.8065], [3.8478, 2.5152, 4.6410], [4.0672, 1.6128, 5.6725], [3.1964, 0.5505, 5.8682], [2.0964, 0.3849, 5.0423], [0.0575, 1.2915, -0.5431], [2.5657, 3.0522, 2.9956], [4.5274, 3.3418, 4.4854], [4.9231, 1.7359, 6.3225], [3.3755, -0.1571, 6.6661], [1.4233, -0.4477, 5.1816], [-4.7027, -0.1045, -1.3679], [-4.2459, -0.1866, -0.0061], [-2.8493, -0.7218, -0.0724], [-5.0263, -1.0835, 0.7648], [-4.1951, 1.1152, 0.5736], [-2.2524, 2.5832, -2.7791]],
  "energy_ha": -3240.36692,
  "spin_multiplicity": 5,
  "homo_ev": [-8.208, -8.961],
  "orbital_gap_ev": [7.878, 5.554]
}